1.
Computed, not measured: a gas-phase ion, C4H10NS (charge -1), with ωB97M-V/def2-TZVPD.

XYZ file:
```
16
C4H10NS ωB97M-V/def2-TZVPD
C 1.96349 0.14806 0.44422
N 0.67793 -0.44463 0.76214
C -0.34337 -0.20389 -0.27706
C -0.58660 1.30232 -0.37979
C -1.61404 -0.98813 0.03346
S -2.49275 -1.63594 -1.40484
H 2.04480 1.16026 0.82769
H 2.17856 0.18062 -0.64453
H 2.76620 -0.43123 0.90613
H 0.79165 -1.45041 0.80965
H 0.09024 -0.51231 -1.23419
H 0.20139 1.79292 -0.94781
H -1.52563 1.49106 -0.89228
H -0.60153 1.72437 0.63069
H -2.22310 -0.32707 0.66336
H -1.32722 -1.80599 0.70315
```

Net charge: -1
HOMO-LUMO gap (eV): 6.0
SMILES string: CN[C@H](C)C[S-]
HOMO (eV): -2.3

2.
Computed, not measured: 2 unconnected molecules or ions with the total composition C4H10NS, with ωB97M-V/def2-TZVPD.

XYZ file:
```
16
C4H10NS ωB97M-V/def2-TZVPD
C -0.39156 -2.33859 0.79145
C 0.90050 -2.47698 1.09117
N 1.89325 -1.58665 0.73649
H -0.68048 -1.51223 0.15483
H -1.12430 -3.02969 1.18713
H 1.25993 -3.30221 1.69787
H 1.60702 -0.81053 0.12535
H 2.80092 -1.97694 0.55293
C -1.25628 2.66877 -1.13271
C -0.42896 1.65952 -0.34109
S 0.78307 0.77651 -1.38520
H -1.69932 2.19474 -2.01072
H -0.62066 3.46551 -1.52079
H -2.05158 3.11759 -0.52974
H -1.10685 0.95225 0.14572
H 0.11528 2.19893 0.43733
```

Net charge: -1
HOMO-LUMO gap (eV): 6.6
HOMO (eV): -2.6

3.
Computed, not measured: a gas-phase ion, C4H10NS (charge -1), with ωB97M-V/def2-TZVPD.

XYZ file:
```
16
C4H10NS ωB97M-V/def2-TZVPD
C 1.78672 -0.78870 1.35650
C 0.50643 -0.15676 0.71646
N 0.32780 -0.72895 -0.55669
C -0.42946 0.38122 -1.34762
C -1.66171 0.88712 -0.63176
S -2.73881 1.67642 -1.80465
H 1.64786 -1.84468 1.63986
H 2.57991 -0.73030 0.63740
H 2.10485 -0.25670 2.27483
H 0.71499 0.93826 0.67436
H -0.46228 -0.45740 1.31185
H -0.36659 -1.49078 -0.46013
H -0.73788 -0.15914 -2.22137
H 0.27812 1.22629 -1.61047
H -1.35873 1.56724 0.17201
H -2.19122 -0.06312 -0.15058
```

Net charge: -1
HOMO-LUMO gap (eV): 6.1
SMILES string: CCNCC[S-]
HOMO (eV): -2.3

Which of them is least stable? Easy: 3.

1.
Computed, not measured: a single C2H2OS2 molecule, with ωB97M-V/def2-TZVPD.

XYZ file:
```
7
C2H2OS2 ωB97M-V/def2-TZVPD
O -2.00362 -1.01978 -0.19507
C -0.82986 -1.20208 0.18415
C 0.16602 -0.16103 0.11626
S 1.83103 -0.37028 -0.06292
S -0.59121 1.39172 0.02891
H -0.34342 -2.14071 0.42401
H 0.51839 2.13454 -0.12170
```

Net charge: 0
HOMO-LUMO gap (eV): 7.5
SMILES string: O=CC(=S)S
HOMO (eV): -9.5

2.
Computed, not measured: 2 unconnected molecules or ions with the total composition C2H2OS2, with ωB97M-V/def2-TZVPD.

XYZ file:
```
7
C2H2OS2 ωB97M-V/def2-TZVPD
O -1.73201 -2.16963 0.34956
C -2.19029 -1.12201 0.37099
S -2.84123 0.32712 0.37118
C 1.69095 0.62112 -0.32514
S 0.66071 1.60552 0.46997
H 1.58430 -0.35491 -0.74206
H 2.82757 1.09279 -0.49451
```

Net charge: 0
HOMO-LUMO gap (eV): 8.3
SMILES string: O=C=S.C=S
HOMO (eV): -8.9

Which of them is least stable? Easy: 1.

1.
Computed, not measured: 2 unconnected molecules or ions with the total composition C9H19N, with ωB97M-V/def2-TZVPD.

XYZ file:
```
29
C9H19N ωB97M-V/def2-TZVPD
C -0.67176 2.04149 1.63400
C -0.92244 1.04600 0.99314
C -1.68471 -0.26568 0.15977
C -2.74461 0.48258 -0.64001
C -0.79545 -1.06410 -0.70201
C -2.27712 -1.07127 1.31023
H -0.31379 2.86022 2.20087
H -3.35462 1.10683 0.00947
H -3.38658 -0.23179 -1.16062
H -2.27638 1.12300 -1.38613
H 0.37486 -0.96321 -0.23614
H -1.10501 -2.10414 -0.78894
H -0.64267 -0.66459 -1.70063
H -2.94724 -1.83731 0.91363
H -1.49239 -1.56736 1.87957
H -2.84013 -0.43007 1.98528
C 1.67397 1.63951 -1.35138
C 2.39671 0.37636 -0.90676
N 1.76203 -0.21791 0.25845
C 2.35084 -1.43104 0.78394
H 1.66921 2.37155 -0.54604
H 2.16951 2.06878 -2.22069
H 0.63767 1.42968 -1.61059
H 3.44173 0.59990 -0.66634
H 2.40999 -0.36297 -1.72316
H 1.03827 0.30134 0.75391
H 1.78304 -1.76501 1.65088
H 3.38460 -1.25105 1.08669
H 2.36250 -2.21971 0.01959
```

Net charge: 0
HOMO-LUMO gap (eV): 8.8
SMILES string: C#CC(C)(C)C.CCNC
HOMO (eV): -7.8

2.
Computed, not measured: a molecular structure, C9H19N, with ωB97M-V/def2-TZVPD.

XYZ file:
```
29
C9H19N ωB97M-V/def2-TZVPD
C 0.21570 0.81662 1.07065
C 0.32628 1.10839 -1.34536
C 0.21950 1.87775 -0.04034
C -1.20671 -0.85766 -2.42991
C 0.81612 -1.53619 -1.36339
C 1.62318 0.32386 1.38180
C -0.45037 1.30302 2.34845
N -0.31711 -0.60746 -1.28927
C -0.89694 -0.56701 0.52323
C -0.97240 -1.71619 1.24099
H 1.34063 0.94879 -1.70211
H -0.34439 1.51092 -2.10402
H 1.02835 2.61933 0.07321
H -0.73232 2.42125 -0.02774
H -1.82953 -0.03467 0.35951
H 1.48415 -1.27738 -2.18970
H -0.66756 -0.68379 -3.36674
H -1.57165 -1.89080 -2.45220
H -2.06532 -0.18421 -2.39698
H 0.49292 -2.57474 -1.49713
H 1.36830 -1.53419 -0.42740
H 0.09364 2.15729 2.77761
H 2.15153 1.02628 2.04424
H 2.23626 0.21995 0.48276
H 1.60511 -0.65463 1.87481
H -1.48592 1.61932 2.18852
H -0.45647 0.50232 3.09904
H -1.90093 -2.01213 1.71394
H -0.10406 -2.32403 1.45354
```

Net charge: 0
HOMO-LUMO gap (eV): 7.0
HOMO (eV): -6.3

Which of them is least stable? Easy: 2.

1.
Computed, not measured: a single C4H6O3S molecule, with ωB97M-V/def2-TZVPD.

XYZ file:
```
14
C4H6O3S ωB97M-V/def2-TZVPD
O 2.85790 -0.78333 0.30721
C 1.92009 -0.45491 -0.36854
C 0.56293 -0.12190 0.17598
O 0.45039 -0.06528 1.55052
C -0.29637 0.89948 -0.53125
O -1.06020 1.71732 0.28240
C -0.64458 -0.56336 -0.64262
S -2.06778 -1.22401 0.19945
H 1.98853 -0.36645 -1.49865
H 0.02267 -0.89162 1.84614
H 0.08672 1.39360 -1.41581
H -0.76959 1.54872 1.20620
H -0.41910 -1.03874 -1.59746
H -2.63159 -0.04950 0.48642
```

Net charge: 0
HOMO-LUMO gap (eV): 10.0
SMILES string: O=C[C@@]1(O)[C@H](O)[C@@H]1S
HOMO (eV): -9.6

2.
Computed, not measured: a single C4H6O3S molecule, with ωB97M-V/def2-TZVPD.

XYZ file:
```
14
C4H6O3S ωB97M-V/def2-TZVPD
O -0.41140 2.17873 -2.32599
C -0.43561 1.43246 -1.41690
O -1.53820 0.65891 -1.12750
C -1.29943 -0.14025 0.04047
C 0.17208 0.31554 0.51684
C 1.14333 -0.84744 0.59350
S 0.82610 -1.97715 1.89419
O 0.60867 1.13711 -0.55487
H -2.07612 -0.02638 0.76007
H -1.19536 -1.21634 -0.36282
H 0.15675 0.97200 1.31489
H 2.25258 -0.56910 0.72751
H 1.23420 -1.35293 -0.40381
H -0.34439 -2.53270 1.32043
```

Net charge: 0
HOMO-LUMO gap (eV): 10.3
SMILES string: O=C1OC[C@@H](CS)O1
HOMO (eV): -9.8

Which of them is least stable? Easy: 1.

1.
Computed, not measured: 2 unconnected molecules or ions with the total composition H2NO5PS, with ωB97M-V/def2-TZVPD.

XYZ file:
```
10
H2NO5PS ωB97M-V/def2-TZVPD
N 1.53489 0.28316 -0.75185
O 0.88519 1.07433 1.63494
O -2.55532 0.39479 0.65621
O 1.24438 -2.75224 1.26143
O -1.36836 -0.06386 -1.53933
O -1.06215 2.12531 -0.51876
P 0.55798 0.30500 0.42805
S -1.39269 0.71656 -0.30450
H 0.84150 -0.00574 -1.40849
H 1.31457 -2.07731 0.54230
```

Net charge: -2
HOMO-LUMO gap (spin up / spin down) (eV): 6.1 / 6.1
HOMO (spin up / spin down) (eV): 0.0 / 0.0

2.
Computed, not measured: 2 unconnected molecules or ions with the total composition H2NO5PS, with ωB97M-V/def2-TZVPD.

XYZ file:
```
10
H2NO5PS ωB97M-V/def2-TZVPD
N 1.10141 -0.90851 0.05637
O -0.36328 3.42392 -1.50709
O -3.24192 4.37069 -1.90939
O -1.37950 4.28219 0.61911
O -4.35913 3.15497 0.00283
O -3.76523 2.01877 -2.00905
P -1.36820 3.25464 -0.46045
S -3.44359 3.12900 -1.12414
H 1.88666 -1.22598 -0.55424
H 1.01547 -1.64919 0.76178
```

Net charge: -2
HOMO-LUMO gap (eV): 3.6
HOMO (eV): 1.3

Which of them is least stable? Easy: 1.

1.
Computed, not measured: 2 unconnected molecules or ions with the total composition C4H3FO, with ωB97M-V/def2-TZVPD.

XYZ file:
```
9
C4H3FO ωB97M-V/def2-TZVPD
O -1.33810 -1.40904 -0.06264
C -1.41384 -0.28276 -0.27278
C -1.45598 0.93464 -0.65596
F -1.47847 2.06520 0.10485
H -1.36429 1.22767 -1.74238
C 1.94214 -0.24395 0.25447
C 1.52344 -0.99635 1.10167
H 2.36375 0.56426 -0.25396
H 1.22136 -1.85968 1.52673
```

Net charge: 0
HOMO-LUMO gap (eV): 9.3
SMILES string: O=C=CF.C#C
HOMO (eV): -9.3

2.
Computed, not measured: a single C4H3FO molecule, with ωB97M-V/def2-TZVPD.

XYZ file:
```
9
C4H3FO ωB97M-V/def2-TZVPD
F 2.54348 -0.23110 -0.05490
C 1.17760 -0.15292 0.03942
C 0.36644 0.97806 0.00436
C -0.98713 0.40743 0.01398
C -0.86120 -0.93326 -0.01945
O 0.48834 -1.24307 0.06943
H 0.67444 1.95687 0.28263
H -1.89502 1.05193 -0.26803
H -1.50695 -1.83395 -0.06743
```

Net charge: 0
HOMO-LUMO gap (eV): 10.0
SMILES string: Fc1ccco1
HOMO (eV): -9.0

Which of them is least stable? Easy: 1.

1.
Computed, not measured: a gas-phase ion, C5H14N2P (charge +1), with ωB97M-V/def2-TZVPD.

XYZ file:
```
22
C5H14N2P ωB97M-V/def2-TZVPD
N 2.60057 -0.39205 0.72426
C 1.77132 -0.41238 -0.25465
P 0.38260 -1.47830 -0.28099
C -1.68792 -1.60444 -0.03685
N -1.81693 -0.25849 0.62811
C -1.29138 0.96668 -0.18464
C 0.13613 1.53106 0.07759
C 1.31526 0.94382 -0.62599
H 3.34382 -1.05927 0.85319
H 2.80131 0.47472 1.26885
H 0.66089 -2.79498 -0.27800
H 0.01204 -1.24709 -1.54759
H -2.37146 -1.63132 -0.82602
H -2.22332 -2.27332 0.60240
H -1.25223 -0.35061 1.51227
H -2.84517 -0.08141 1.03853
H -1.94442 1.83336 0.09744
H -1.49757 0.82486 -1.33465
H 0.23406 1.63449 1.09751
H 0.08285 2.58056 -0.38995
H 1.35587 1.17192 -1.69294
H 2.23368 1.62219 -0.44792
```

Net charge: +1
HOMO-LUMO gap (eV): 7.6
SMILES string: NC1=[PH2]C[NH2+]CCC1
HOMO (eV): -11.0

2.
Computed, not measured: 2 unconnected molecules or ions with the total composition C5H14N2P, with ωB97M-V/def2-TZVPD.

XYZ file:
```
22
C5H14N2P ωB97M-V/def2-TZVPD
C 1.64349 0.59955 0.59999
C 1.25207 -0.55975 -0.37471
C 0.76113 1.77388 0.21799
C -1.18065 0.55006 -0.68635
C -0.22849 -0.59124 -0.89468
N -0.72536 -1.21862 1.66768
N -0.67749 1.57273 0.32729
P -1.01849 -2.15717 -1.35675
H 1.64522 0.30713 1.56666
H 2.68040 0.90691 0.39970
H 1.87425 -0.64794 -1.25725
H 1.27164 -1.54304 0.10585
H 0.93809 2.57071 0.90447
H 1.05731 2.21135 -0.77467
H -1.51674 0.92782 -1.67310
H -2.04855 0.13602 -0.18557
H -0.36637 -0.27951 1.79568
H -1.69246 -0.84845 1.55749
H -0.77477 -1.59562 2.61945
H -1.18361 2.38722 -0.11360
H -0.01039 -2.81125 -1.98911
H -1.70020 -1.69079 -2.45644
```

Net charge: +1
HOMO-LUMO gap (eV): 7.8
HOMO (eV): -13.7

Which of them is least stable? Easy: 1.